Record 1
This record from the OMol25 dataset describes a molecular structure, C27H39BN6PdS7. The level of theory is ωB97M-V/def2-TZVPD.

Last column: Mulliken spin population.
Geometry (Å):
Pd1 2.602419 2.288700 -1.576448  0.547
C1 4.710506 -1.404238 1.490516  0.003
C2 3.460339 -1.393219 0.674830  0.004
C3 2.773080 -2.539128 0.343277  -0.010
C4 1.618361 -2.491260 -0.453907  -0.002
N1 1.105897 -1.321690 -0.832826  0.035
N2 1.747387 -0.230477 -0.503728  0.201
B1 1.048569 1.147389 -0.772757  -0.149
N3 0.663035 1.739066 0.605260  0.001
N4 0.391211 0.853150 1.572134  0.020
C5 -0.057007 1.310515 2.712529  0.012
C6 -0.303572 2.698760 2.887568  0.008
C7 -0.007586 3.598456 1.906662  -0.064
C8 -0.208704 5.069620 2.048603  0.009
C9 0.553903 3.061794 0.714251  0.036
S1 1.158287 4.025532 -0.571257  0.384
C10 -0.265559 0.271430 3.805965  -0.006
C11 -1.372653 -0.684459 3.350716  0.000
C12 -0.660884 0.919981 5.131723  0.000
C13 1.039504 -0.509677 3.994844  0.006
N5 -0.170849 1.086108 -1.700496  0.001
N6 -1.279977 0.624726 -1.098108  0.002
C14 -2.396329 0.611001 -1.778854  -0.001
C15 -2.420731 1.032059 -3.134876  0.006
C16 -1.296853 1.493979 -3.748544  -0.026
C17 -1.272681 1.968356 -5.163421  -0.007
C18 -0.117840 1.551692 -2.951377  0.053
S2 1.335071 2.238813 -3.550024  0.164
C19 -3.639309 0.167373 -1.018323  0.001
C20 -4.867529 0.102790 -1.925647  0.000
C21 -3.878938 1.191152 0.100555  0.000
C22 -3.392868 -1.216056 -0.415671  0.000
C23 2.918368 -0.197011 0.165384  -0.013
S3 3.711052 1.336149 0.277676  0.680
C24 0.926879 -3.749767 -0.929487  0.013
C25 -0.428684 -3.431463 -1.550994  0.004
C26 1.847653 -4.390028 -1.984969  0.008
C27 0.728870 -4.717014 0.246377  0.006
H1 4.970956 -2.420550 1.773469  0.001
H2 4.578881 -0.812210 2.396822  0.002
H3 5.543253 -0.970808 0.936583  0.003
H4 3.143952 -3.496362 0.678226  0.004
H5 -0.692248 3.055654 3.829807  0.000
H6 -0.579852 5.316754 3.039223  0.001
H7 -0.923726 5.429168 1.307143  0.000
H8 0.726657 5.603008 1.875351  -0.002
H9 -2.311490 -0.155756 3.182723  0.000
H10 -1.543420 -1.438239 4.118061  0.000
H11 -1.089778 -1.185484 2.426888  0.001
H12 -1.620119 1.434687 5.068500  0.000
H13 0.093264 1.623843 5.485273  0.000
H14 -0.763599 0.144861 5.889506  0.000
H15 1.346371 -0.988348 3.064409  -0.003
H16 0.893125 -1.284825 4.745346  0.000
H17 1.843396 0.141993 4.338646  0.001
H18 -3.347509 0.993866 -3.687497  0.000
H19 -2.247324 1.845227 -5.627251  0.000
H20 -0.535013 1.413679 -5.744487  -0.002
H21 -0.989808 3.021238 -5.205676  0.001
H22 -5.150611 1.083101 -2.310041  0.000
H23 -5.714232 -0.272676 -1.352529  0.000
H24 -4.717954 -0.576183 -2.765858  0.000
H25 -4.128643 2.171718 -0.305564  0.000
H26 -2.994220 1.289737 0.729636  0.000
H27 -4.709299 0.865335 0.725776  0.000
H28 -3.278971 -1.965175 -1.199095  0.000
H29 -4.245142 -1.499180 0.199631  0.000
H30 -2.497957 -1.221705 0.202885  0.001
H31 -0.351134 -2.703050 -2.355863  -0.001
H32 -1.118789 -3.041967 -0.804815  0.000
H33 -0.849876 -4.348857 -1.958948  0.000
H34 1.972214 -3.736461 -2.848639  0.001
H35 1.402115 -5.322709 -2.327221  0.000
H36 2.832810 -4.620553 -1.578735  -0.001
H37 0.186977 -4.243824 1.066329  0.000
H38 1.667087 -5.115226 0.628804  0.000
H39 0.140201 -5.567932 -0.093539  0.000
S4 4.279891 0.468050 -2.959359  0.682
S5 5.331177 1.397315 -4.270508  0.393
S6 4.836669 3.538658 -4.232978  0.385
S7 4.309884 4.037083 -2.447587  0.608

Atoms 1-2, force components in eV/Å:
Pd 0.0 0.1 0.2
C 0.0 0.0 0.0

Results
⟨S²⟩: 6.03
HOMO-LUMO gap (spin up / spin down) in Eh: 0.2483 / 0.1679
E_LUMO (spin up / spin down) in eV: -6.50 / -9.25
Spin multiplicity: 5
E in a.u.: -4320.38623
Total charge: +2


Record 2
This record from the OMol25 dataset describes a molecular structure, C27H39CoN3O4P. The level of theory is ωB97M-V/def2-TZVPD.

Last column: Löwdin charge in e.
Geometry (Å):
Co1 1.003150 0.429049 0.228347  0.515
C1 2.633900 -2.016344 -0.788726  -0.006
O1 2.412678 -1.018898 0.247846  -0.262
C2 3.685797 -0.724521 0.890667  -0.091
C3 3.620287 0.657733 1.488964  -0.083
O2 2.763630 1.506871 0.672286  -0.224
C4 3.357503 2.050168 -0.534018  -0.075
C5 2.981219 1.202786 -1.727867  -0.096
O3 1.564127 0.899681 -1.623654  -0.278
C6 1.027246 0.397952 -2.877557  0.015
H1 2.798218 -2.983113 -0.315489  0.128
H2 3.514656 -1.754227 -1.373380  0.109
H3 1.758057 -2.049206 -1.419693  0.062
H4 4.462558 -0.784470 0.127768  0.141
H5 3.894732 -1.475867 1.653322  0.164
H6 4.610896 1.104527 1.569819  0.163
H7 3.175608 0.642894 2.481461  0.131
H8 4.440947 2.112646 -0.427682  0.163
H9 2.969791 3.061580 -0.627285  0.130
H10 3.545411 0.273486 -1.781765  0.125
H11 3.155243 1.759300 -2.650347  0.161
H12 1.190078 1.147606 -3.650159  0.123
H13 -0.034912 0.231205 -2.732793  0.064
H14 1.512108 -0.536701 -3.155002  0.115
O4 0.856529 1.675524 2.687436  0.002
N1 0.657622 0.404971 2.120392  -0.083
C7 0.181058 -0.403974 2.993576  0.013
C8 -0.443686 -1.676733 2.740305  -0.194
C9 -0.666640 -2.477734 3.860651  0.031
C10 -1.394606 -3.655829 3.756017  0.017
C11 -1.951388 -4.002666 2.538890  0.021
C12 -1.746678 -3.205210 1.412318  -0.043
C13 -0.972558 -2.052198 1.486613  -0.291
P1 -0.844645 -1.056826 -0.016435  1.188
C14 -2.351965 -0.055016 -0.115811  -0.339
C15 -2.727732 0.662351 -1.264498  -0.125
C16 -3.902099 1.396308 -1.279949  -0.034
C17 -4.713773 1.446649 -0.148379  -0.013
C18 -4.338235 0.766466 1.000552  -0.020
C19 -3.164629 0.020964 1.021549  -0.059
C20 -0.748007 -2.251668 -1.351849  -0.356
C21 -1.380698 -2.050867 -2.589698  -0.074
C22 -1.347326 -3.036748 -3.560241  -0.016
C23 -0.692694 -4.238215 -3.312672  0.007
C24 -0.075500 -4.457784 -2.083952  -0.016
C25 -0.097743 -3.476475 -1.112657  -0.126
H15 1.718728 1.988502 2.373424  0.088
H16 0.205380 -0.048329 4.021497  0.173
H17 -0.277066 -2.171258 4.824071  0.141
H18 -1.550869 -4.276392 4.628343  0.142
H19 -2.562291 -4.892179 2.453936  0.142
H20 -2.211008 -3.497504 0.480356  0.131
H21 -2.137009 0.639514 -2.173360  0.090
H22 -4.202130 1.905012 -2.187249  0.130
H23 -5.643372 2.000422 -0.172594  0.134
H24 -4.971327 0.787381 1.877845  0.133
H25 -2.920092 -0.533106 1.917764  0.111
H26 -1.957127 -1.161810 -2.791722  0.087
H27 -1.858440 -2.881015 -4.500799  0.133
H28 -0.681293 -5.012784 -4.068617  0.137
H29 0.411568 -5.402791 -1.882849  0.134
H30 0.377369 -3.671028 -0.160078  0.114
N2 -0.524434 5.842649 0.311060  0.223
C26 -0.951239 4.396286 0.238739  -0.098
C27 0.241820 3.431643 0.154262  -0.166
N3 -0.240382 2.025870 0.161811  0.026
H31 -1.347306 6.455047 0.372396  0.195
H32 0.001013 6.146137 -0.515472  0.189
H33 0.049686 6.045658 1.136163  0.188
H34 -1.602108 4.307932 -0.630668  0.147
H35 -1.543071 4.207415 1.134549  0.150
H36 0.903339 3.579795 1.006549  0.122
H37 0.803372 3.592738 -0.765581  0.128
H38 -0.836973 1.889332 -0.654320  0.085
H39 -0.872275 1.897437 0.953295  0.108

Atoms 1-2, force components in eV/Å:
Co 0.0 0.0 0.1
C 0.0 -0.1 0.1

Results
HOMO-LUMO gap (spin up / spin down) in Eh: 0.2489 / 0.2565
Energy above the lowest of the compared OMol25 structures with the same formula, charge and spin in kJ/mol: 29.3
E_LUMO (spin up / spin down) in eV: -12.81 / -12.60
E in a.u.: -3240.07702
Total charge: +4


Record 3
This record from the OMol25 dataset describes 8 unconnected molecules or ions with the total composition C27H39I2O28PS at a distorted geometry. The level of theory is ωB97M-V/def2-TZVPD.

Last column: Löwdin charge in e.
Geometry (Å):
C1 2.336216 -1.998834 2.834266  -0.188
C2 2.242795 -1.110585 1.442755  -0.735
I1 2.352373 -2.618890 -0.199453  0.819
C3 3.598616 -0.196275 1.293270  -0.682
I2 3.668352 0.520837 -0.771662  0.984
C4 3.794136 0.952073 2.444266  -0.263
O1 5.065494 1.607565 1.988510  -0.273
S1 4.790820 3.271811 1.564291  0.866
O2 5.419122 4.081880 2.723086  -0.305
O3 5.576934 3.412273 0.222753  -0.339
O4 3.057406 3.219924 1.436605  -0.242
C5 2.774534 2.232215 2.530869  -0.309
C6 1.223272 2.027856 3.022163  -0.143
P1 -0.078598 2.033587 1.625505  0.742
O5 -1.102566 3.276958 1.700716  -0.406
O6 0.583446 2.043438 0.015032  -0.239
O7 -1.101036 0.607316 1.902349  -0.264
H1 3.354228 -1.700544 3.377400  0.085
H2 1.446036 -1.819136 3.572028  0.071
H3 2.408164 -3.155822 2.564858  0.049
H4 1.238367 -0.520622 1.316417  0.055
H5 4.516261 -0.949907 1.418200  0.118
H6 3.806058 0.529768 3.560068  0.180
H7 3.233046 2.830773 3.457086  0.154
H8 1.158792 1.080589 3.745926  0.136
H9 0.976202 2.955630 3.731682  0.135
H10 0.070700 1.430392 -0.606330  0.089
H11 -1.826539 0.888944 2.564657  0.098
C7 -4.989788 -0.282639 0.862120  -0.131
C8 -5.347644 -0.940815 -0.430837  -0.125
O8 -4.253601 -1.805840 -0.669409  0.031
C9 -3.679257 -2.062797 0.542103  -0.507
O9 -2.816315 -2.903898 0.730685  0.130
O10 -4.197122 -1.256791 1.514545  0.059
H12 -5.870451 -0.034934 1.461046  0.118
H13 -4.390490 0.622568 0.718856  0.139
H14 -6.261923 -1.539033 -0.356494  0.140
H15 -5.458802 -0.221719 -1.247049  0.141
C10 -2.565665 -4.674311 4.235246  -0.139
C11 -1.857399 -5.966850 3.988885  -0.137
O11 -0.515299 -5.568501 3.783457  0.071
C12 -0.360411 -4.361479 4.402136  -0.497
O12 0.712547 -3.806284 4.570075  0.110
O13 -1.562165 -3.857731 4.808950  0.062
H16 -3.411672 -4.786752 4.918815  0.135
H17 -2.915786 -4.206128 3.309339  0.125
H18 -1.898876 -6.637749 4.853449  0.135
H19 -2.244501 -6.492893 3.111907  0.140
C13 5.070517 -1.578450 -5.572869  -0.130
C14 4.963081 -0.655172 -4.402823  -0.171
O14 3.859353 -1.169863 -3.682411  -0.024
C15 3.741087 -2.486170 -4.024475  -0.517
O15 3.001792 -3.279230 -3.465743  0.062
O16 4.558409 -2.799081 -5.072113  0.063
H20 6.102452 -1.701433 -5.912902  0.136
H21 4.453139 -1.256303 -6.417943  0.137
H22 5.850277 -0.687782 -3.761639  0.137
H23 4.780666 0.379805 -4.704824  0.096
C16 -7.077205 0.244933 4.975556  -0.134
C17 -7.297992 -1.095038 5.599032  -0.137
O17 -8.044114 -1.791113 4.618779  0.069
C18 -7.774882 -1.197388 3.419337  -0.512
O18 -8.115319 -1.645505 2.337220  0.132
O19 -7.074510 -0.037987 3.588870  0.041
H24 -6.128804 0.695248 5.281156  0.140
H25 -7.890227 0.945904 5.191701  0.139
H26 -6.360748 -1.632509 5.777909  0.136
H27 -7.855425 -1.030568 6.537525  0.140
C19 -0.042736 1.631503 -4.970871  -0.123
C20 0.180056 1.274736 -3.536970  -0.136
O20 1.516065 0.808957 -3.521303  0.019
C21 2.143490 1.366692 -4.597837  -0.468
O21 3.345858 1.316419 -4.796498  0.100
O22 1.250344 1.988482 -5.421937  0.082
H28 -0.738724 2.466549 -5.088934  0.142
H29 -0.401516 0.782587 -5.562228  0.124
H30 0.099971 2.141952 -2.873028  0.130
H31 -0.505996 0.497079 -3.190211  0.137
C22 5.107227 7.367617 -0.373436  -0.140
C23 5.694390 6.453385 -1.399306  -0.139
O23 5.068266 6.865856 -2.599286  0.065
C24 4.672673 8.159549 -2.416196  -0.517
O24 4.250978 8.882896 -3.303115  0.128
O25 4.811484 8.538088 -1.112005  0.060
H32 5.806838 7.587464 0.437644  0.139
H33 4.178524 6.975254 0.053934  0.135
H34 6.777022 6.581654 -1.503001  0.139
H35 5.479411 5.401654 -1.191205  0.111
C25 -3.600983 -3.831781 -4.416874  -0.131
C26 -3.501746 -2.759616 -3.380724  -0.146
O26 -2.474262 -1.922384 -3.876139  0.061
C27 -2.419384 -2.117781 -5.226127  -0.507
O27 -1.763376 -1.434772 -5.994785  0.128
O28 -3.194790 -3.176014 -5.603435  0.068
H36 -4.617957 -4.220700 -4.517594  0.139
H37 -2.918448 -4.665722 -4.222526  0.140
H38 -4.423698 -2.174932 -3.294438  0.131
H39 -3.238544 -3.155609 -2.396055  0.129

Atoms 1-2, force components in eV/Å:
C 0.6 0.0 0.0
C 0.7 -0.3 1.0

Results
HOMO-LUMO gap in Eh: 0.2785
Energy above the lowest of the compared OMol25 structures with the same formula, charge and spin in kJ/mol: 721.2
E_LUMO in eV: -0.58
E in a.u.: -4493.77310